*A*
26
Properties=species:S:1:pos:R:3 method="wB97M-V/def2-TZVPD" homo_energy_ev=-7.7 smiles="CC1=CC=C(n2cccc2)CC=C1" homo_lumo_gap_ha=0.2938 total_charge=0
C 3.952 -1.002 0.099
C 2.573 -0.380 0.000
C 1.533 -1.242 0.168
C 0.080 -1.256 0.155
C -0.759 -0.219 0.105
N -2.112 -0.118 0.033
C -2.879 0.937 0.449
C -4.190 0.635 0.226
C -4.231 -0.653 -0.358
C -2.945 -1.090 -0.461
C 0.140 1.364 0.030
C 1.768 1.983 -0.309
C 2.706 1.053 -0.291
H 4.611 -0.382 0.706
H 4.396 -1.079 -0.895
H 3.925 -1.998 0.534
H 1.881 -2.255 0.360
H -0.338 -2.254 0.249
H -2.439 1.810 0.885
H -5.031 1.263 0.448
H -5.109 -1.182 -0.670
H -2.548 -2.000 -0.865
H -0.013 1.735 1.045
H -0.486 1.941 -0.651
H 1.782 3.029 -0.515
H 3.732 1.358 -0.476


*B*
26
Properties=species:S:1:pos:R:3 method="wB97M-V/def2-TZVPD" homo_energy_ev=-8.2 smiles=Cc1cnc2c(C)cccc2c1C homo_lumo_gap_ha=0.3151 total_charge=0
C -3.401 -0.892 0.043
C -1.916 -0.664 -0.089
C -1.080 -1.777 -0.055
N 0.202 -1.767 -0.071
C 0.833 -0.588 -0.094
C 2.238 -0.562 0.044
C 3.041 -1.882 0.032
C 2.948 0.630 0.112
C 2.276 1.852 -0.024
C 0.905 1.890 -0.165
C 0.126 0.637 -0.126
C -1.300 0.608 0.005
C -2.098 1.915 0.100
H -3.690 -1.985 -0.070
H -3.794 -0.523 1.030
H -3.940 -0.325 -0.745
H -1.520 -2.762 -0.101
H 2.789 -2.445 -0.833
H 4.126 -1.681 -0.043
H 2.804 -2.576 0.868
H 4.058 0.624 0.221
H 2.807 2.762 0.000
H 0.475 2.889 -0.372
H -1.877 2.497 -0.826
H -3.157 1.712 0.145
H -1.854 2.414 1.015


The structure with the most favorable energy is *B*; the runner-up is 413.0 kJ/mol above it.